Record 1
Density functional theory data (ωB97M-V/def2-TZVPD) for a molecular structure, C4H7NO2 at a distorted geometry.

XYZ file:
```
14
C4H7NO2 ωB97M-V/def2-TZVPD
C 0.96955 1.27253 1.04158
C 0.50842 0.48288 -0.10389
C 0.55037 -0.97421 -0.41721
N -0.76675 -1.00887 -0.99945
C -1.77808 -0.51465 -0.17706
O -2.95310 -0.73489 -0.37541
O -1.18146 0.20811 0.75663
H 0.90670 0.66287 1.93711
H 0.24643 2.09244 1.11263
H 1.96205 1.69286 0.87963
H 0.57851 1.03076 -1.06865
H 0.62479 -1.58193 0.49250
H 1.29290 -1.31252 -1.15237
H -0.96031 -1.31538 -1.92604
```

Values from the calculation:
Spin multiplicity: 1
Kohn-Sham gap: 9.78 eV

natural (NBO) atomic charge list, values in e, 4 entries: atom 1 (C): -0.678, atom 2 (C): 0.225, atom 3 (C): -0.284, atom 4 (N): -0.670

=====

Record 2
Density functional theory data (ωB97M-V/def2-TZVPD) for a molecular structure, C49H53N2P2SSiTi at a distorted geometry.

XYZ file:
```
109
C49H53N2P2SSiTi ωB97M-V/def2-TZVPD
Ti 8.42739 -15.13994 16.25230
C 8.69373 -16.58232 14.72302
Si 10.11435 -17.55580 14.05218
C 11.63011 -16.52503 14.30142
N 12.83957 -17.23807 13.90442
C 13.47742 -16.84734 12.69788
C 14.47684 -17.87103 12.24776
C 15.55643 -17.97441 13.29789
C 15.00775 -18.37607 14.66952
C 13.66827 -17.60327 15.02581
C 10.21782 -19.27445 14.84003
C 9.09957 -19.91256 15.33940
C 9.17048 -21.28605 15.62982
C 10.30818 -22.04648 15.46069
C 11.33575 -21.45399 14.73030
C 11.28344 -20.09167 14.40595
C 9.67940 -18.03655 12.28658
C 9.74982 -17.09150 11.29064
C 9.62666 -17.48063 9.91361
C 9.52802 -18.80704 9.54827
C 9.42503 -19.77112 10.56252
C 9.34846 -19.39528 11.88793
H 7.98833 -17.32306 15.17141
H 8.23019 -16.17401 13.85944
H 11.70206 -16.20808 15.37777
H 11.60052 -15.60708 13.67577
H 13.87404 -15.84337 12.89369
H 12.68258 -16.61878 11.93545
H 14.84140 -17.48731 11.30550
H 14.13570 -18.87051 12.01985
H 16.04433 -16.99905 13.45063
H 16.31814 -18.62526 12.88922
H 15.67576 -18.31598 15.56210
H 14.70338 -19.38640 14.55285
H 13.88245 -16.73302 15.73962
H 13.01937 -18.26666 15.65763
H 8.23361 -19.39640 15.71355
H 8.26724 -21.73688 16.09507
H 10.36253 -23.09709 15.79014
H 12.14736 -22.11300 14.37369
H 12.14715 -19.68080 13.95658
H 9.85582 -16.04272 11.47373
H 9.77010 -16.75350 9.14739
H 9.48225 -19.15583 8.49355
H 9.51418 -20.87238 10.33497
H 9.13603 -20.16633 12.67554
C 11.81753 -12.31053 17.18512
C 11.21499 -12.63151 15.85624
P 9.33816 -12.88139 15.57264
C 8.80319 -11.21241 16.08522
C 8.34948 -11.08713 17.37718
C 8.62381 -9.88369 18.06152
C 8.79054 -8.74081 17.26516
C 8.83636 -8.83543 15.85405
C 8.93427 -10.08944 15.26728
C 9.30944 -12.72336 13.74161
C 8.10801 -12.41456 13.15501
C 7.96823 -12.53609 11.76912
C 9.12583 -12.79646 10.96720
C 10.39060 -12.87070 11.57583
C 10.41215 -12.99041 12.95971
C 11.58027 -13.34327 18.31974
P 9.80714 -13.64181 18.67660
C 9.69550 -13.60331 20.50293
C 8.75468 -12.77616 21.04488
C 8.50126 -12.80811 22.47508
C 9.36657 -13.49450 23.26831
C 10.43768 -14.19220 22.68546
C 10.62339 -14.24692 21.33997
C 9.56158 -15.44028 18.37066
C 10.70264 -16.37022 18.40175
C 10.45418 -17.73566 18.48191
C 9.12306 -18.21254 18.22774
C 8.03290 -17.36267 18.11368
C 8.22224 -16.00153 18.23821
H 11.51091 -11.28931 17.47767
H 12.89809 -12.35613 17.02246
H 11.64362 -13.62331 15.50506
H 11.51975 -11.75259 15.27233
H 7.96653 -12.00918 17.89396
H 8.75943 -9.84126 19.14106
H 8.92417 -7.79673 17.78167
H 8.87481 -7.94019 15.21358
H 9.16880 -10.26179 14.26128
H 7.29835 -12.15919 13.84211
H 7.03681 -12.24624 11.26291
H 8.95495 -12.97568 9.90180
H 11.35870 -12.94953 10.99479
H 11.39750 -13.10660 13.41353
H 12.15341 -12.99809 19.21968
H 11.92592 -14.30334 17.97816
H 8.13344 -12.16989 20.39448
H 7.62930 -12.26801 22.91523
H 9.26172 -13.47357 24.37153
H 11.30709 -14.49763 23.30982
H 11.46668 -14.67599 20.87280
H 11.69809 -16.06287 18.18992
H 11.26212 -18.45510 18.62398
H 8.93110 -19.28420 18.22800
H 6.98526 -17.80775 17.94964
H 7.43362 -15.38271 18.63764
S 4.98370 -12.67278 16.01961
C 4.93754 -13.74302 14.54340
C 5.79376 -14.75691 14.75298
N 6.47554 -14.75249 15.97980
C 6.00950 -13.76948 16.75770
H 4.39249 -13.48541 13.63320
H 5.90242 -15.54963 14.05339
H 6.08282 -13.73810 17.83170
```

Values from the calculation:
Spin multiplicity: 3
Kohn-Sham gap (spin up / spin down): 5.97 / 6.35 eV
Net charge: +1

Mulliken atomic charge list, values in e, 4 entries: atom 1 (Ti): -0.922, atom 2 (C): -0.172, atom 3 (Si): -0.457, atom 4 (C): -0.010

=====

Record 3
Density functional theory data (ωB97M-V/def2-TZVPD) for a molecular structure, C7H13NNbO at a distorted geometry.

XYZ file:
```
23
C7H13NNbO ωB97M-V/def2-TZVPD
O 0.93611 1.62939 -2.99273
C 1.64901 0.49272 -2.47527
C 0.73535 -0.67836 -2.14443
Nb -1.19994 -0.22815 -1.06256
C -0.57013 -0.18648 1.14908
C 0.50648 0.60976 1.56002
C 0.90553 0.65744 2.88791
N 0.28596 -0.03008 3.84455
C -0.75331 -0.79035 3.49500
C -1.19362 -0.89773 2.18506
H 0.82345 2.28651 -2.30209
H 2.38391 0.23961 -3.24585
H 2.22408 0.77486 -1.58448
H 0.59599 -1.29319 -3.03613
H 1.23185 -1.32526 -1.39922
H -1.77909 -1.91591 -0.60026
H -3.00496 0.01336 -0.88606
H -1.38133 1.60362 -0.99251
H -1.92378 -0.56696 -2.71122
H 1.05672 1.22275 0.84726
H 1.75097 1.27129 3.19435
H -1.24673 -1.33819 4.29598
H -2.03253 -1.55066 1.97361
```

Values from the calculation:
Spin multiplicity: 1
Kohn-Sham gap: 7.88 eV
Net charge: -1

natural (NBO) atomic charge list, values in e, 4 entries: atom 1 (O): -0.741, atom 2 (C): -0.069, atom 3 (C): -0.926, atom 4 (Nb): 1.375

=====

Record 4
Density functional theory data (ωB97M-V/def2-TZVPD) for 2 unconnected molecules or ions with the total composition C6H14NO at a distorted geometry.

XYZ file:
```
22
C6H14NO ωB97M-V/def2-TZVPD
C -1.45239 1.07179 -2.30318
C -0.19808 1.89164 -2.06130
C 0.34327 1.62919 -0.55057
C 0.33146 0.13182 -0.36261
C 0.65858 -0.36757 0.83941
N 1.21196 -1.70349 0.83065
C 1.52162 -2.50618 1.77600
H -1.75022 0.33419 -1.52855
H -1.44052 0.62647 -3.33083
H -2.31991 1.72071 -2.46325
H -0.50468 2.99527 -2.12756
H 0.57998 1.84911 -2.83217
H -0.22962 2.34968 -0.00893
H 1.43355 1.75063 -0.61106
H 0.15935 -0.48528 -1.28102
H 0.59323 0.14391 1.78105
H 1.59415 -1.89097 -0.10807
H 1.27098 -2.37869 2.86536
H 1.92825 -3.43095 1.38857
H -1.82630 -1.74991 3.25485
H -0.98488 -0.55566 3.64215
O -0.91980 -1.42573 3.19108
```

Values from the calculation:
Spin multiplicity: 1
Kohn-Sham gap: 9.09 eV
Net charge: +1

natural (NBO) atomic charge list, values in e, 4 entries: atom 1 (C): -0.661, atom 2 (C): -0.405, atom 3 (C): -0.471, atom 4 (C): -0.101

=====

Record 5
Density functional theory data (ωB97M-V/def2-TZVPD) for 2 unconnected molecules or ions with the total composition C4H12OS at a distorted geometry.

XYZ file:
```
18
C4H12OS ωB97M-V/def2-TZVPD
C 0.06454 2.47493 0.61691
C 1.42256 1.84539 0.24483
O 1.57715 0.54788 0.77835
H -0.68016 1.69763 0.76079
H 0.16935 3.02236 1.55881
H -0.25975 3.17624 -0.15992
H 2.23606 2.42696 0.67168
H 1.53052 1.82393 -0.85275
H 1.09627 -0.05778 0.18723
C 0.16543 -2.81256 -0.05864
S -0.04105 -1.41464 -1.19185
C -1.73587 -0.92244 -0.79008
H -0.02275 -3.72217 -0.61572
H -0.48019 -2.69440 0.80481
H 1.18546 -2.81824 0.32362
H -1.83751 -0.72438 0.27130
H -1.97790 -0.10958 -1.47297
H -2.41216 -1.73915 -1.07640
```

Values from the calculation:
Spin multiplicity: 1
Structure (SMILES): CCO.CSC
Kohn-Sham gap: 9.80 eV

natural (NBO) atomic charge list, values in e, 4 entries: atom 1 (C): -0.639, atom 2 (C): -0.062, atom 3 (O): -0.752, atom 4 (H): 0.206

=====

Record 6
Density functional theory data (ωB97M-V/def2-TZVPD) for C24H24O in the gas phase at a distorted geometry.

XYZ file:
```
49
C24H24O ωB97M-V/def2-TZVPD
C 3.83908 -3.54303 4.44633
C 2.91946 -2.83064 3.49887
C 1.64670 -2.42136 3.92177
C 0.82170 -1.72233 3.06023
C 1.24276 -1.45129 1.74089
C 0.34052 -0.73160 0.86783
C 0.48863 -0.71298 -0.47021
C -0.46946 -0.08503 -1.40480
O -0.94763 1.38399 -0.65835
C -1.78010 1.51859 0.38475
C -3.15988 1.18031 0.35360
C -4.04359 1.77039 1.25823
C -3.57853 2.52197 2.34951
C -4.52974 3.00873 3.43578
C -2.20189 2.76452 2.44117
C -1.31167 2.20112 1.53913
C 0.10982 0.30499 -2.78145
C -0.71993 0.94500 -3.68918
C -0.37279 1.00623 -5.03556
C 0.82059 0.43787 -5.51253
C 1.14469 0.37819 -6.96818
C 1.72882 -0.02869 -4.55463
C 1.40133 -0.05745 -3.19546
C 2.51924 -1.88585 1.31091
C 3.33816 -2.57619 2.18700
H 4.79270 -3.74253 3.94649
H 4.02911 -2.89876 5.31272
H 3.41028 -4.48807 4.80775
H 1.29824 -2.68146 4.91978
H -0.16297 -1.36912 3.37140
H -0.47214 -0.15715 1.30709
H 1.31392 -1.21933 -0.97361
H -1.40483 -0.74296 -1.60554
H -3.52917 0.49432 -0.40966
H -5.12525 1.66590 1.12623
H -3.96764 3.56931 4.19342
H -5.30909 3.67668 3.02367
H -5.03878 2.16591 3.92577
H -1.84428 3.40358 3.25030
H -0.23833 2.31720 1.68304
H -1.62912 1.44077 -3.34032
H -1.05578 1.44245 -5.76671
H 2.14941 -0.02568 -7.13672
H 0.44751 -0.28703 -7.49119
H 1.06180 1.36356 -7.44871
H 2.70357 -0.41157 -4.87622
H 2.18011 -0.31641 -2.46783
H 2.84073 -1.63921 0.29358
H 4.30371 -2.93591 1.82963
```

Values from the calculation:
Spin multiplicity: 1
Structure (SMILES): Cc1ccc(/C=C/[C@@H](Oc2ccc(C)cc2)c2ccc(C)cc2)cc1
Kohn-Sham gap: 8.14 eV

natural (NBO) atomic charge list, values in e, 4 entries: atom 1 (C): -0.628, atom 2 (C): -0.011, atom 3 (C): -0.217, atom 4 (C): -0.192

=====

| no. | E_tot (Ha) |
| --- | --- |
| 1 | -361.796337 |
| 2 | -4227.990935 |
| 3 | -461.301455 |
| 4 | -366.674634 |
| 5 | -633.001978 |
| 6 | -1004.105533 |